Record 1
Below is a cluster of 8 separate species, C6H29NO8 in total, with properties calculated with the ωB97M-V functional and the def2-TZVPD basis.

Values from the calculation:
SMILES ... CC(C)[C@H](C)NCO.O.O.O.O.O.O.O
Gap between HOMO and LUMO ... 9.82 eV
M ... 243.30 g mol⁻¹
LUMO energy ... 0.00880 Ha

```
! wB97M-V def2-TZVPD RIJCOSX def2/J DEFGRID3
* xyz 0 1
C 1.724 -1.737 1.719
C 1.238 -0.289 1.785
C 0.202 -0.122 2.888
C 0.723 0.209 0.406
C 0.845 1.731 0.328
N -0.677 -0.115 0.088
C -0.985 -1.511 -0.110
O -1.981 -1.672 -1.126
H 2.229 -2.044 2.640
H 0.880 -2.416 1.630
H 2.386 -1.921 0.868
H 2.097 0.341 2.015
H -0.222 0.883 2.901
H 0.683 -0.257 3.855
H -0.631 -0.820 2.779
H 1.311 -0.241 -0.392
H 1.829 2.094 0.612
H 0.685 2.082 -0.692
H 0.079 2.214 0.936
H -1.293 0.321 0.762
H -0.096 -2.067 -0.401
H -1.443 -1.977 0.765
H -1.667 -1.282 -1.951
O 2.594 0.738 -2.645
H 3.126 1.115 -3.349
H 3.170 0.732 -1.852
O 4.072 0.460 -0.358
H 3.462 0.392 0.384
H 4.573 -0.359 -0.336
O -4.512 -0.817 -0.499
H -4.880 -1.473 0.105
H -3.627 -1.154 -0.758
O -0.432 0.435 -2.710
H 0.480 0.805 -2.749
H -0.745 0.653 -1.819
O -3.702 1.767 -0.692
H -4.253 0.966 -0.606
H -2.922 1.451 -1.179
O -2.378 2.239 1.632
H -2.965 2.593 2.313
H -2.893 2.140 0.802
O 1.375 -1.766 -2.633
H 0.537 -1.277 -2.587
H 2.002 -1.040 -2.770
*
```



Record 2
Below is a structure of composition C30H53AlN2O23P, with properties calculated with the ωB97M-V functional and the def2-TZVPD basis.

Values from the calculation:
Gap between HOMO and LUMO ... 4.97 eV
M ... 867.70 g mol⁻¹
LUMO energy ... 0.07424 Ha

```
! wB97M-V def2-TZVPD RIJCOSX def2/J DEFGRID3
* xyz -1 1
C 0.247 5.563 -0.303
O 1.202 6.388 -0.947
C 1.677 5.808 -2.162
C 0.663 6.018 -3.300
C 0.596 4.916 -4.370
C -0.267 3.691 -4.006
C 0.248 2.847 -2.824
Al -0.212 0.870 -2.971
C 0.590 0.058 -4.694
C 1.734 0.918 -5.268
C 1.447 1.481 -6.636
O 0.543 1.227 -7.308
O 2.394 2.366 -7.108
C -2.189 0.458 -2.743
C -2.839 1.433 -1.754
O -2.930 2.733 -2.336
C -4.304 0.934 -1.470
N -5.249 2.003 -1.144
P 0.913 -0.209 -1.170
N 2.665 -0.162 -1.494
O 0.463 -1.870 -1.347
H 0.751 4.690 0.111
H -0.560 5.254 -0.968
H -0.200 6.154 0.492
H 2.603 6.334 -2.383
H 1.936 4.763 -1.993
H 0.984 6.923 -3.820
H -0.315 6.258 -2.895
H 1.587 4.632 -4.731
H 0.099 5.374 -5.233
H -0.300 3.078 -4.917
H -1.285 4.046 -3.862
H -0.173 3.244 -1.906
H 1.341 2.904 -2.846
H -0.228 -0.072 -5.398
H 1.024 -0.907 -4.428
H 1.985 1.754 -4.607
H 2.629 0.300 -5.333
H 2.645 2.964 -6.392
H -2.664 0.564 -3.725
H -2.269 -0.573 -2.394
H -2.280 1.508 -0.826
H -3.291 2.605 -3.221
H -4.242 0.227 -0.631
H -4.661 0.374 -2.330
H -4.823 2.679 -0.526
H -5.512 2.442 -2.013
H 2.949 -1.058 -1.893
H 2.857 0.502 -2.243
H 0.774 -2.117 -2.233
C -1.726 1.929 3.872
C -2.562 2.427 2.714
O -1.597 2.566 1.671
C -0.552 1.737 1.952
O 0.326 1.480 1.201
O -0.670 1.229 3.215
H -2.275 1.263 4.535
H -1.296 2.744 4.460
H -3.319 1.704 2.402
H -3.045 3.380 2.921
C 3.269 -2.064 2.139
C 1.798 -1.738 2.243
O 1.454 -2.303 3.527
C 2.577 -2.370 4.263
O 2.602 -2.635 5.433
O 3.670 -2.107 3.524
H 3.855 -1.322 1.594
H 3.445 -3.047 1.692
H 1.599 -0.666 2.266
H 1.204 -2.185 1.450
C 0.244 -6.020 -1.842
C 0.168 -6.061 -0.335
O 1.534 -5.891 0.047
C 2.174 -5.258 -0.971
O 3.275 -4.820 -0.901
O 1.385 -5.196 -2.076
H -0.643 -5.586 -2.298
H 0.425 -7.005 -2.280
H -0.419 -5.237 0.076
H -0.225 -7.002 0.044
C 7.911 -2.848 0.096
C 7.733 -2.729 1.593
O 6.905 -1.575 1.716
C 6.225 -1.421 0.545
O 5.329 -0.663 0.381
O 6.711 -2.265 -0.406
H 8.007 -3.878 -0.239
H 8.764 -2.272 -0.271
H 7.210 -3.587 2.021
H 8.674 -2.587 2.121
C -0.166 -4.234 7.408
C 0.383 -2.951 7.976
O -0.795 -2.149 8.126
C -1.858 -2.984 8.226
O -2.958 -2.646 8.525
O -1.498 -4.262 7.938
H 0.393 -5.111 7.724
H -0.218 -4.218 6.319
H 0.841 -3.088 8.959
H 1.100 -2.473 7.312
C -8.028 -0.869 0.860
C -7.966 -0.869 2.369
O -6.575 -0.682 2.619
C -6.032 -0.073 1.524
O -4.930 0.367 1.485
O -6.920 -0.046 0.503
H -8.956 -0.452 0.474
H -7.880 -1.864 0.434
H -8.520 -0.038 2.811
H -8.315 -1.801 2.808
*
```



Record 3
Below is a cluster of 2 separate species, C5H7N2 in total, with properties calculated with the ωB97M-V functional and the def2-TZVPD basis.

Values from the calculation:
Gap between HOMO and LUMO (alpha / beta) ... 8.23 / 7.00 eV
M ... 95.12 g mol⁻¹
LUMO energy (alpha / beta) ... -0.19467 / -0.17532 Ha

```
! wB97M-V def2-TZVPD RIJCOSX def2/J DEFGRID3
* xyz 1 1
C 2.851 0.447 -1.817
C 0.378 3.003 -1.049
C -1.051 0.143 0.763
C 0.761 0.935 -0.694
C -2.192 -0.288 1.460
N -0.153 0.455 0.084
N 1.710 0.379 -1.290
H 3.594 1.174 -1.514
H 1.041 3.327 -1.832
H -0.682 3.159 -1.163
H 3.107 -0.282 -2.570
H -2.603 0.538 2.048
H -1.948 -1.111 2.135
H -2.963 -0.617 0.755
*
```



Record 4
Below is the molecule C5H8N2O, with properties calculated with the ωB97M-V functional and the def2-TZVPD basis.

Values from the calculation:
SMILES ... [H]/N=C/[C@H](O)C(C)=C=N
Gap between HOMO and LUMO ... 8.36 eV
M ... 112.13 g mol⁻¹
LUMO energy ... -0.00661 Ha

```
! wB97M-V def2-TZVPD RIJCOSX def2/J DEFGRID3
* xyz 0 1
H 3.361 -0.613 0.018
N 2.520 -0.174 0.382
C 1.522 -0.168 -0.410
C 0.397 0.976 -0.055
O 0.715 1.485 1.197
C -0.788 0.061 -0.010
C -2.188 0.555 0.074
C -0.317 -1.188 -0.022
N -0.290 -2.426 0.037
H 1.570 -0.466 -1.464
H 0.319 1.772 -0.805
H 1.534 1.036 1.498
H -2.321 1.134 0.990
H -2.398 1.225 -0.764
H -2.899 -0.271 0.057
H -0.735 -2.939 -0.722
*
```



Record 5
Below is the molecule C3H7N3, with properties calculated with the ωB97M-V functional and the def2-TZVPD basis.

Values from the calculation:
SMILES ... [H]/N=C/C(=C)NN
Gap between HOMO and LUMO ... 8.95 eV
M ... 85.11 g mol⁻¹
LUMO energy ... 0.02418 Ha

```
! wB97M-V def2-TZVPD RIJCOSX def2/J DEFGRID3
* xyz 0 1
H -2.645 1.713 1.223
N -1.779 1.776 0.681
C -1.248 0.617 0.560
C -0.057 0.364 -0.331
C 1.002 1.174 -0.348
N -0.095 -1.059 -0.444
N 0.964 -1.910 -0.041
H -1.375 -0.701 0.539
H 0.888 2.196 -0.001
H 1.993 0.840 -0.631
H -0.811 -1.486 -1.029
H 1.601 -2.083 -0.821
H 1.561 -1.442 0.644
*
```



Record 6
Below is a cluster of 4 separate species, C12H31O4 in total, with properties calculated with the ωB97M-V functional and the def2-TZVPD basis.

Values from the calculation:
Gap between HOMO and LUMO ... 5.38 eV
M ... 239.38 g mol⁻¹
LUMO energy ... 0.10261 Ha

```
! wB97M-V def2-TZVPD RIJCOSX def2/J DEFGRID3
* xyz -1 1
C 7.737 20.389 -16.462
C 9.128 20.184 -17.111
C 9.991 21.436 -16.934
O 9.720 19.074 -16.732
H 7.852 20.559 -15.384
H 7.074 19.563 -16.712
H 7.287 21.324 -16.854
H 8.875 20.173 -18.229
H 9.485 22.345 -17.299
H 10.897 21.312 -17.536
H 10.333 21.570 -15.902
C 12.095 21.247 -20.251
C 10.813 20.426 -20.143
C 9.590 21.237 -20.575
O 10.922 19.219 -20.872
H 12.462 21.292 -21.282
H 12.872 20.944 -19.550
H 11.904 22.300 -20.001
H 10.693 20.145 -19.096
H 9.395 22.047 -19.878
H 8.742 20.544 -20.501
H 9.586 21.481 -21.641
H 11.059 19.424 -21.802
C 4.557 21.540 -14.796
C 3.795 22.078 -15.981
C 3.592 20.977 -17.034
O 2.525 22.647 -15.619
H 4.480 20.453 -14.724
H 4.345 21.974 -13.821
H 5.621 21.697 -15.004
H 4.336 22.882 -16.477
H 4.491 20.865 -17.636
H 2.743 21.300 -17.641
H 3.335 20.024 -16.570
H 2.065 22.023 -15.049
C 5.856 22.311 -19.640
C 5.139 21.298 -20.531
C 4.374 22.010 -21.624
O 6.099 20.426 -21.138
H 6.467 22.936 -20.295
H 6.552 21.812 -18.963
H 5.132 22.910 -19.090
H 4.367 20.740 -19.988
H 3.679 22.701 -21.134
H 3.797 21.316 -22.232
H 5.017 22.630 -22.252
H 6.179 19.652 -20.573
*
```



Record 7
Below is a cluster of 2 separate species, C3H6N2O2 in total, with properties calculated with the ωB97M-V functional and the def2-TZVPD basis.

Values from the calculation:
Gap between HOMO and LUMO (alpha / beta) ... 8.69 / 9.15 eV
M ... 102.09 g mol⁻¹
LUMO energy (alpha / beta) ... -0.03366 / -0.01834 Ha

```
! wB97M-V def2-TZVPD RIJCOSX def2/J DEFGRID3
* xyz 0 1
C -1.853 -0.428 2.046
C 0.985 -0.670 0.373
C 1.077 -0.346 -1.087
N -1.481 -0.245 3.185
N 0.591 0.350 1.223
O 1.315 -1.734 0.850
O 0.732 0.423 2.493
H -2.878 -0.794 1.801
H -1.481 0.108 1.026
H 0.041 -0.232 -1.532
H 1.571 -1.097 -1.640
H 1.694 0.665 -1.326
H 0.304 1.276 0.846
*
```



Record 8
Below is a cluster of 3 separate species, C20H42N2O4SSi in total, with properties calculated with the ωB97M-V functional and the def2-TZVPD basis.

Values from the calculation:
Gap between HOMO and LUMO (alpha / beta) ... 8.26 / 9.36 eV
M ... 434.72 g mol⁻¹
LUMO energy (alpha / beta) ... 0.01373 / 0.01369 Ha

```
! wB97M-V def2-TZVPD RIJCOSX def2/J DEFGRID3
* xyz 0 3
O 3.272 0.045 -3.916
C 2.203 -0.227 -4.347
O 1.157 0.530 -4.040
C 1.922 -1.367 -5.244
Si 0.664 -2.629 -4.604
S 1.370 -3.810 -2.977
H 0.378 0.242 -4.516
H 1.464 -0.965 -6.127
H 2.831 -1.837 -5.526
H -0.587 -1.902 -4.301
H 0.408 -3.546 -5.729
H 2.506 -3.253 -2.565
C 3.392 1.933 -1.321
C 2.148 1.765 -0.416
C 0.918 2.384 -1.086
C 0.804 3.906 -0.962
C 1.027 4.362 0.480
C 2.340 3.843 1.051
N 2.381 2.359 0.934
O 1.660 1.811 1.824
C 3.520 4.504 0.322
C 2.474 4.229 2.514
C 1.910 0.274 -0.277
H 4.272 2.245 -0.761
H 3.653 1.001 -1.798
H 3.226 2.658 -2.118
H 0.020 1.939 -0.653
H 0.923 2.097 -2.134
H 1.508 4.402 -1.635
H -0.190 4.214 -1.289
H 1.019 5.452 0.541
H 0.197 4.009 1.100
H 4.469 4.115 0.690
H 3.500 5.576 0.512
H 3.498 4.377 -0.756
H 1.635 3.875 3.108
H 2.507 5.314 2.595
H 3.392 3.825 2.941
H 2.731 -0.209 0.256
H 1.842 -0.158 -1.274
H 0.983 0.054 0.243
C -3.376 -4.369 1.778
C -2.334 -3.405 1.146
C -1.189 -3.152 2.129
C -1.493 -2.148 3.243
C -2.124 -0.879 2.681
C -3.353 -1.169 1.827
N -2.993 -2.128 0.743
O -2.362 -1.548 -0.197
C -4.483 -1.714 2.713
C -3.881 0.110 1.202
C -1.781 -4.108 -0.085
H -4.394 -4.035 1.593
H -3.297 -5.363 1.344
H -3.247 -4.475 2.856
H -0.322 -2.796 1.572
H -0.898 -4.108 2.568
H -2.141 -2.597 4.001
H -0.565 -1.891 3.753
H -2.406 -0.203 3.491
H -1.380 -0.352 2.084
H -5.359 -1.965 2.114
H -4.775 -0.947 3.428
H -4.206 -2.591 3.292
H -3.122 0.622 0.615
H -4.203 0.786 1.993
H -4.735 -0.094 0.556
H -2.565 -4.275 -0.826
H -1.392 -5.078 0.217
H -0.970 -3.562 -0.569
*
```



Record 9
Below is the molecule C5H6O, with properties calculated with the ωB97M-V functional and the def2-TZVPD basis.

Values from the calculation:
SMILES ... C=C=C(C)C=O
Gap between HOMO and LUMO ... 10.03 eV
M ... 82.10 g mol⁻¹
LUMO energy ... 0.02091 Ha

```
! wB97M-V def2-TZVPD RIJCOSX def2/J DEFGRID3
* xyz 0 1
C -1.333 1.297 0.875
C -0.251 0.625 0.550
C 0.419 -0.218 -0.181
C 1.876 -0.714 0.028
C -0.972 -0.516 -1.049
O -1.733 -1.430 -0.891
H -1.500 2.291 0.477
H -2.064 0.864 1.552
H 2.241 -0.533 1.055
H 2.631 -0.236 -0.617
H 1.969 -1.792 -0.131
H -1.283 0.362 -1.667
*
```



Record 10
Below is a structure of composition C33H35CdClGe2NO7STe, with properties calculated with the ωB97M-V functional and the def2-TZVPD basis.

Values from the calculation:
Gap between HOMO and LUMO (alpha / beta) ... 7.48 / 4.48 eV
M ... 1010.40 g mol⁻¹
LUMO energy (alpha / beta) ... -0.02459 / -0.13472 Ha

```
! wB97M-V def2-TZVPD RIJCOSX def2/J DEFGRID3
* xyz 0 2
Cd -0.648 0.401 -0.134
N -3.496 0.370 -0.041
C -4.103 -0.768 -0.486
C -4.526 -1.017 -1.845
C -4.818 -2.276 -2.256
C -4.767 -3.362 -1.348
C -4.518 -3.111 -0.014
C -4.253 -1.820 0.441
S -4.559 -4.971 -2.016
O -4.247 -5.910 -0.966
O -3.400 -4.427 -2.794
O -5.699 -5.303 -2.848
H -3.772 0.725 0.903
H -3.391 1.083 -0.759
H -4.455 -0.198 -2.518
H -5.110 -2.420 -3.308
H -4.428 -3.976 0.686
H -4.104 -1.599 1.472
O -1.106 3.270 -3.369
Cl -1.392 2.876 -2.028
O -1.611 3.930 -1.076
O -2.570 1.886 -2.026
O -0.168 2.120 -1.520
C -0.657 -1.499 3.866
Ge -0.635 0.481 3.903
C 0.135 1.077 5.584
C -2.517 1.052 3.825
Ge 0.419 1.505 1.995
C 0.325 3.498 1.991
C 0.647 4.274 0.886
C 0.636 5.684 0.994
C 0.385 6.301 2.204
C 0.030 5.515 3.340
C -0.062 4.134 3.188
C 2.313 1.053 1.835
C 2.917 0.294 2.816
C 4.216 -0.188 2.636
C 4.876 0.006 1.420
C 4.273 0.866 0.480
C 2.971 1.353 0.641
H -0.950 -1.784 4.871
H 0.320 -1.956 3.727
H -1.346 -1.924 3.127
H -0.531 0.901 6.430
H 0.519 2.106 5.461
H 1.050 0.530 5.819
H -2.992 0.522 2.976
H -2.678 2.147 3.726
H -2.970 0.699 4.769
H 0.954 3.903 -0.065
H 0.863 6.227 0.055
H 0.462 7.399 2.303
H -0.170 6.015 4.303
H -0.259 3.542 4.076
H 2.453 0.230 3.807
H 4.691 -0.703 3.488
H 5.838 -0.483 1.253
H 4.890 1.219 -0.343
H 2.553 1.947 -0.148
Te -0.130 -1.745 -1.928
C 1.580 -2.975 -1.798
C 1.612 -4.179 -2.530
C 2.739 -4.997 -2.518
C 3.856 -4.643 -1.788
C 3.843 -3.471 -1.057
C 2.727 -2.614 -1.038
C 0.720 -0.443 -3.476
C 0.084 -0.269 -4.753
C 0.727 0.400 -5.782
C 2.020 0.930 -5.602
C 2.672 0.748 -4.378
C 2.035 0.027 -3.346
H 0.767 -4.442 -3.169
H 2.688 -5.897 -3.131
H 4.785 -5.226 -1.731
H 4.672 -3.199 -0.379
H 2.736 -1.744 -0.419
H -0.918 -0.636 -4.871
H 0.204 0.534 -6.740
H 2.478 1.501 -6.409
H 3.664 1.136 -4.113
H 2.608 -0.243 -2.432
*
```



Record 11
Below is the molecule C6H11NO, with properties calculated with the ωB97M-V functional and the def2-TZVPD basis.

Values from the calculation:
SMILES ... [H]/N=C/CC/C(C)=C/O
Gap between HOMO and LUMO (alpha / beta) ... 8.53 / 6.41 eV
M ... 113.16 g mol⁻¹
LUMO energy (alpha / beta) ... 0.02200 / -0.03313 Ha

```
! wB97M-V def2-TZVPD RIJCOSX def2/J DEFGRID3
* xyz 0 1
H -2.353 2.239 -0.811
N -1.439 1.796 -0.836
C -1.012 1.329 0.294
C -1.388 -0.274 0.683
C -0.642 -1.139 -0.328
C 0.677 -0.508 -0.068
C 1.784 -1.425 0.338
C 0.940 0.860 -0.135
O 1.423 1.424 -1.292
H -0.984 1.860 1.255
H -1.119 -0.489 1.716
H -2.469 -0.316 0.577
H -0.705 -2.201 -0.087
H -0.971 -0.954 -1.349
H 2.358 -1.016 1.175
H 2.501 -1.508 -0.485
H 1.424 -2.422 0.580
H 1.286 1.428 0.723
H 0.691 1.314 -1.950
*
```



Record 12
Below is a structure of composition C7H30FO11PS, with properties calculated with the ωB97M-V functional and the def2-TZVPD basis.

Values from the calculation:
Gap between HOMO and LUMO ... 10.35 eV
M ... 372.34 g mol⁻¹
LUMO energy ... 0.01219 Ha

```
! wB97M-V def2-TZVPD RIJCOSX def2/J DEFGRID3
* xyz 0 1
O 0.183 -4.983 2.223
P 0.182 -4.148 1.012
O -1.292 -3.924 0.347
S -2.461 -3.195 1.229
O -2.928 -2.058 0.487
O -3.647 -4.316 0.793
F -3.192 -5.621 1.090
H 0.715 -2.880 1.267
H 0.859 -4.719 -0.065
C -0.420 -0.390 -0.735
O 0.291 -1.525 -1.242
H -0.747 -0.634 0.272
H 0.220 0.493 -0.696
H -1.305 -0.185 -1.339
H 0.581 -1.302 -2.130
C 2.614 2.375 -1.044
O 1.449 2.477 -0.240
H 3.224 1.574 -0.630
H 2.372 2.130 -2.083
H 3.199 3.299 -1.028
H 0.889 3.171 -0.611
C -1.222 5.200 0.485
O -0.375 4.702 -0.556
H -1.593 4.337 1.031
H -0.670 5.839 1.172
H -2.070 5.749 0.074
H -0.036 5.448 -1.058
C -1.901 1.998 -3.496
O -0.828 2.901 -3.253
H -1.977 1.856 -4.572
H -1.720 1.028 -3.030
H -2.847 2.404 -3.129
H -0.770 3.045 -2.302
C -2.308 7.397 3.857
O -2.497 7.160 2.466
H -2.745 6.552 4.383
H -1.248 7.461 4.116
H -2.811 8.311 4.184
H -2.122 7.904 1.987
C 3.179 -5.546 3.449
O 4.140 -4.517 3.203
H 2.452 -5.154 4.153
H 2.657 -5.820 2.531
H 3.659 -6.432 3.873
H 4.783 -4.857 2.577
C 1.099 -5.558 -3.408
O 1.884 -5.541 -2.220
H 0.472 -6.444 -3.360
H 0.456 -4.677 -3.479
H 1.724 -5.619 -4.302
H 2.447 -4.763 -2.249
*
```



Question: Which formula does entry 8 have?
Answer: C20H42N2O4SSi



Question: Which formula does entry 10 have?
Answer: C33H35CdClGe2NO7STe



Question: Which formula does entry 8 have?
Answer: C20H42N2O4SSi



Question: Which value of M does entry 5 give?
Answer: 85.11 g mol⁻¹